[1]
Here is C3HN3O2S in the gas phase from the Open Molecules 2025 dataset. Energies are from ωB97M-V with the def2-TZVPD basis set.

Geometry as XYZ:
```
10
Properties=species:S:1:pos:R:3:forces:R:3:mulliken_charge:R:1
N -1.3236 -2.8252 0.7219 0.0544 -0.8028 0.3231 -0.35
C -1.4616 -1.7642 0.3159 -0.0798 0.5298 -0.1812 0.41
S -1.6220 -0.2013 -0.2932 0.4898 0.1285 -0.3682 -0.04
C 0.1879 0.1337 -0.3777 -0.7260 -0.5740 0.0000 0.01
C 0.4351 1.1369 -1.3820 -0.0114 -0.0581 0.1254 -0.01
N 0.6043 1.9386 -2.1758 0.1044 0.4772 -0.4858 -0.30
N 0.6908 0.6658 0.9667 -0.2190 -0.2505 -0.3572 0.93
O 1.8721 0.5683 1.1291 0.7378 -0.0268 0.1323 -0.53
O -0.1284 1.1280 1.7019 -0.2183 0.3786 0.6160 -0.48
H 0.7453 -0.7806 -0.6068 -0.1318 0.1980 0.1956 0.36
```
Forces are in eV/Å.

Properties
* molecular weight: 143.13 g mol⁻¹
* E: -22523.0218 eV
* net charge: 0
* relative energy (zero: lowest compared OMol25 entry of this formula, charge and spin): 36.7 kJ/mol

[2]
Here is C3HNO2 in the gas phase in a non-equilibrium geometry from the Open Molecules 2025 dataset. Energies are from ωB97M-V with the def2-TZVPD basis set.

Geometry as XYZ:
```
7
Properties=species:S:1:pos:R:3:forces:R:3:mulliken_charge:R:1
N -0.4827 -1.5767 1.9420 0.3310 0.4620 -0.9745 -0.28
C -0.1414 -1.0886 0.9507 -0.3181 -0.4879 0.8517 0.18
C 0.3374 -0.3975 -0.2608 0.2117 -0.3021 -0.3520 0.51
O 1.0204 -0.9279 -1.0985 -0.3021 0.3205 0.5301 -0.41
C -0.1448 1.0458 -0.4278 -0.3649 0.2115 0.0261 0.04
O -1.2877 1.3400 -0.2066 0.5865 -0.1362 -0.0272 -0.38
H 0.6187 1.7445 -0.8180 -0.1440 -0.0678 -0.0543 0.33
```
Forces are in eV/Å.

Properties
* molecular weight: 83.05 g mol⁻¹
* E: -8710.2635 eV
* net charge: 0
* relative energy (zero: lowest compared OMol25 entry of this formula, charge and spin): 7.9 kJ/mol

[3]
Here is a molecular structure, C3HNO7P in a non-equilibrium geometry from the Open Molecules 2025 dataset. Energies are from ωB97M-V with the def2-TZVPD basis set.

Geometry as XYZ:
```
13
Properties=species:S:1:pos:R:3:forces:R:3:mulliken_charge:R:1
C -2.4328 0.0031 0.6780 -0.7365 -0.5717 1.8059 0.59
C -2.3487 0.1408 -0.8400 -0.7471 0.7224 -1.2073 0.52
C 3.4102 0.8604 0.1802 1.1586 0.3605 0.5498 0.54
N 2.2848 0.4065 -0.0106 -0.4490 -0.6549 -0.6859 -0.36
O -3.3152 -0.0747 1.4458 0.3041 0.3239 -1.3561 -0.29
O -3.1729 0.4201 -1.6252 0.6595 -0.4866 0.9137 -0.28
O 4.5577 0.9388 0.2991 -1.1310 0.4037 -0.1515 -0.25
O -1.0950 -0.1094 1.1853 0.8429 0.2840 -0.4744 -0.24
O -0.9729 -0.0364 -1.2193 0.5274 0.1320 0.6124 -0.27
O 0.7050 -1.5405 0.1558 -1.1883 0.7444 -0.2654 -0.41
O 1.0012 0.9945 0.1625 1.0809 0.5994 0.1141 -0.08
P -0.0274 -0.1687 0.0450 -0.1924 -2.1979 -0.0407 1.10
H 1.4059 -1.8346 -0.4566 -0.1290 0.3410 0.1854 0.41
```
Forces are in eV/Å.

Properties
* molecular weight: 194.01 g mol⁻¹
* E: -28229.9551 eV
* net charge: +1
* relative energy (zero: lowest compared OMol25 entry of this formula, charge and spin): 164.4 kJ/mol

[4]
Here is a molecular structure, C3HO2Tm in a non-equilibrium geometry from the Open Molecules 2025 dataset. Energies are from ωB97M-V with the def2-TZVPD basis set.

Geometry as XYZ:
```
7
Properties=species:S:1:pos:R:3:forces:R:3:mulliken_spin:R:1
C 1.2364 -1.6607 0.1328 0.4089 -0.3444 -0.1403 0.27
H 1.6517 -2.5797 -0.2422 0.1684 0.1152 0.1804 -0.01
C 0.6495 -0.6465 0.4349 -3.3785 1.9041 1.3502 0.19
O 0.3581 0.9939 1.1932 -0.7530 -1.1270 0.8652 0.22
C -0.6140 0.4855 0.5333 6.2342 -0.6518 -3.6657 0.25
Tm -2.3993 2.4668 -1.4201 0.5011 -0.4150 0.0259 1.00
O -0.8823 0.9407 -0.6320 -3.1812 0.5189 1.3843 0.08
```
Forces are in eV/Å.

Properties
* molecular weight: 237.97 g mol⁻¹
* E: -36725.6915 eV
* 2S+1: 3
* net charge: +2
* relative energy (zero: lowest compared OMol25 entry of this formula, charge and spin): 271.6 kJ/mol

[5]
Here is 2 unconnected molecules or ions with the total composition C3HO3 in a non-equilibrium geometry from the Open Molecules 2025 dataset. Energies are from ωB97M-V with the def2-TZVPD basis set.

Geometry as XYZ:
```
7
Properties=species:S:1:pos:R:3:forces:R:3:mulliken_charge:R:1
C -0.0611 -0.8468 -0.7437 0.6771 0.6391 -0.0494 -1.03
C 0.7427 0.4797 1.0323 -0.7826 -1.7998 1.6203 0.54
C -0.8562 0.0841 -0.9649 -1.0599 1.3138 -0.8171 0.76
O -1.5287 1.0777 -1.1802 0.3717 -0.6461 0.2340 -0.68
O 0.0427 -0.0581 1.8197 -0.1945 0.3695 0.0904 -0.42
O 1.6490 1.1518 0.7540 0.8746 1.0156 -1.2479 -0.43
H 0.0116 -1.8885 -0.7172 0.1135 -0.8921 0.1696 0.26
```
Forces are in eV/Å.

Properties
* molecular weight: 85.04 g mol⁻¹
* E: -9269.5134 eV
* net charge: -1
* relative energy (zero: lowest compared OMol25 entry of this formula, charge and spin): 89.8 kJ/mol

[6]
Here is a molecular structure, C3HO3Yb in a non-equilibrium geometry from the Open Molecules 2025 dataset. Energies are from ωB97M-V with the def2-TZVPD basis set.

Geometry as XYZ:
```
8
Properties=species:S:1:pos:R:3:forces:R:3:mulliken_spin:R:1
C -1.7303 0.3835 0.3345 -1.7258 1.8359 -0.1118 0.17
C -0.7587 -0.3149 0.1984 2.8364 -2.6585 0.2277 0.13
O -2.6916 1.2521 0.4813 1.3537 -1.8074 0.2659 0.08
H -2.9623 1.6367 -0.3630 -0.0579 0.3028 -0.3402 0.00
O 0.3068 -1.2100 0.1838 -3.1779 2.4501 -0.3248 0.24
C 1.2400 -0.6648 -0.6702 1.4654 0.7370 1.7829 0.33
O 2.1771 -0.1171 -0.0244 0.4471 -1.4682 -1.5366 0.05
Yb 4.4190 -0.9657 -0.1404 -1.1411 0.6083 0.0370 0.00
```
Forces are in eV/Å.

Properties
* molecular weight: 258.08 g mol⁻¹
* E: -40774.7513 eV
* 2S+1: 2
* net charge: +2
* relative energy (zero: lowest compared OMol25 entry of this formula, charge and spin): 168.5 kJ/mol

[7]
Here is a molecular structure, C3HO4 in a non-equilibrium geometry from the Open Molecules 2025 dataset. Energies are from ωB97M-V with the def2-TZVPD basis set.

Geometry as XYZ:
```
8
Properties=species:S:1:pos:R:3:forces:R:3:mulliken_charge:R:1
C 0.6797 -0.4202 0.2990 -0.2902 0.8051 -0.9631 -0.35
C 1.4831 -1.1034 1.0889 0.4359 -0.0822 0.0870 0.63
C -1.6024 0.9801 -0.8221 0.6635 -0.2812 0.2602 0.75
O 2.3567 -1.6674 1.6833 -0.6886 0.2090 -0.1694 -0.54
O -2.7205 0.7062 -0.5802 -0.8277 -0.4141 0.3843 -0.51
O -0.6364 -0.1913 0.2600 -0.3009 -0.5864 0.6931 -0.64
O -0.8411 1.6542 -1.4248 0.8955 0.4326 -0.4501 -0.54
H 1.2810 0.0418 -0.5041 0.1125 -0.0827 0.1580 0.20
```
Forces are in eV/Å.

Properties
* molecular weight: 101.04 g mol⁻¹
* E: -11317.1732 eV
* net charge: -1
* relative energy (zero: lowest compared OMol25 entry of this formula, charge and spin): 90.3 kJ/mol